1.
DFT (ωB97M-V/def2-TZVPD) results for the molecule C4H3N3O at a distorted geometry.

Last column: Löwdin charge in e.
Atoms and positions in Å:
1 C -0.08 -0.69 -1.50  -0.0730
2 N 1.25 -0.39 -1.46  0.0183
3 N 1.39 0.40 -0.38  -0.0249
4 C 0.24 0.33 0.44  -0.2156
5 C -0.30 0.60 1.58  -0.0482
6 O -1.59 0.31 1.46  -0.0180
7 N -1.96 0.02 0.11  0.1695
8 C -0.80 -0.09 -0.43  -0.2920
9 H -0.60 -1.50 -2.27  0.1652
10 H 2.40 0.04 -0.01  0.2101
11 H 0.04 0.97 2.46  0.1085

Results
SMILES: c1n[nH]c2conc12
E_tot in Eh: -393.57397
Molar mass in g mol⁻¹: 109.1

2.
DFT (ωB97M-V/def2-TZVPD) results for the molecule C4H3N3O at a distorted geometry.

Last column: Löwdin charge in e.
Atoms and positions in Å:
1 O 3.27 0.02 0.00  0.0212
2 C 2.07 -0.29 0.15  -0.2661
3 N 1.01 0.68 -0.13  0.1787
4 C -0.19 0.23 -0.10  -0.3749
5 C -1.40 1.07 0.00  -0.0907
6 N -2.47 0.40 0.19  0.1171
7 C -1.92 -0.93 -0.03  -0.1461
8 N -0.68 -1.05 -0.16  0.1246
9 H 1.71 -1.39 0.70  0.1819
10 H -1.42 2.20 0.03  0.1418
11 H -2.70 -1.66 -0.05  0.1125

Results
SMILES: O=C/N=C1/C=NC=N1
E_tot in Eh: -393.64746
Molar mass in g mol⁻¹: 109.1

3.
DFT (ωB97M-V/def2-TZVPD) results for the molecule C4H3N3O at a distorted geometry.

Last column: Löwdin charge in e.
Atoms and positions in Å:
1 C 2.91 -0.06 0.03  0.1526
2 C 1.69 -0.27 -0.11  -0.0449
3 C 0.29 -0.31 -0.15  -0.3274
4 N -0.30 -1.51 -0.16  0.1118
5 C -1.62 -1.24 0.00  -0.1602
6 N -1.84 0.13 -0.05  0.0678
7 N -0.66 0.69 -0.11  -0.1946
8 O -0.47 2.04 -0.12  0.0618
9 H 3.97 0.04 0.06  0.0266
10 H -2.60 -1.75 0.27  0.1267
11 H -1.38 2.23 0.36  0.1800

Results
SMILES: C#Cc1ncnn1O
E_tot in Eh: -393.56210
Molar mass in g mol⁻¹: 109.1